This record from the Open Molecules 2025 dataset describes 2 unconnected molecules or ions with the total composition C30H30N2O3 in a non-equilibrium geometry. The level of theory is the ωB97M-V functional and the def2-TZVPD basis.

Last column: Löwdin charge in e.
Element x y z (Å)
C (-4.5830, 0.6145, 3.3839)  -0.147
C (-3.7335, 1.7040, 3.3237)  -0.125
C (-2.3760, 1.5197, 3.2966)  -0.053
C (-1.8143, 0.2300, 3.3445)  -0.254
C (-0.4255, 0.0222, 3.3669)  -0.058
C (0.5488, 1.0631, 3.3470)  -0.461
C (1.9967, 0.7332, 3.3697)  -0.154
C (2.9076, 1.7672, 3.1943)  -0.037
C (4.2612, 1.5222, 3.1418)  -0.102
C (4.7301, 0.2299, 3.2565)  -0.124
C (3.8460, -0.8088, 3.4604)  -0.109
C (2.4924, -0.5591, 3.5272)  -0.047
O (0.2313, 2.2494, 3.2923)  -0.051
C (-2.7055, -0.8643, 3.3783)  -0.070
C (-4.0640, -0.6686, 3.3919)  -0.128
H (-5.6491, 0.7636, 3.4173)  0.080
H (-4.1387, 2.7016, 3.2955)  0.092
H (-1.7150, 2.3650, 3.2330)  0.082
H (-0.0912, -0.9954, 3.4090)  0.059
H (2.5284, 2.7701, 3.1049)  0.106
H (4.9529, 2.3383, 3.0112)  0.094
H (5.7862, 0.0329, 3.1871)  0.089
H (4.2151, -1.8171, 3.5632)  0.093
H (1.8223, -1.3740, 3.7255)  0.094
H (-2.3049, -1.8620, 3.3814)  0.093
H (-4.7286, -1.5175, 3.3944)  0.089
C (1.8519, -0.8810, -4.8390)  -0.120
C (1.1336, -1.4346, -3.6087)  -0.061
N (1.6185, -0.7122, -2.3507)  -0.171
C (0.9425, -1.2618, -1.0993)  -0.047
C (-0.5367, -1.1273, -1.1246)  -0.133
C (-1.1473, -0.0355, -0.6369)  0.067
C (-2.5557, 0.1346, -0.7593)  -0.131
C (-3.2949, -0.8861, -1.3814)  -0.149
O (-2.6936, -2.0320, -1.8758)  0.141
C (-1.3268, -2.1839, -1.7582)  -0.383
O (-0.7400, -3.1718, -2.1815)  0.083
C (-4.6794, -0.7308, -1.5075)  0.006
C (-5.3045, 0.3897, -1.0285)  -0.055
C (-4.5716, 1.4019, -0.4212)  -0.060
C (-3.2129, 1.2767, -0.2925)  -0.003
C (1.3315, 0.7762, -2.5344)  -0.058
C (2.0648, 1.2927, -3.7729)  -0.131
N (2.8059, 0.1883, -4.4301)  -0.147
C (3.8204, -0.3345, -3.4878)  -0.136
C (3.1341, -0.9005, -2.2427)  -0.058
H (2.4069, -1.6628, -5.3680)  0.127
H (1.1459, -0.4588, -5.5608)  0.127
H (0.0514, -1.3026, -3.6908)  0.132
H (1.3020, -2.5081, -3.4868)  0.138
H (1.2012, -2.3174, -1.0067)  0.146
H (1.3544, -0.7610, -0.2215)  0.150
H (-0.5697, 0.7287, -0.1496)  0.141
H (-5.2382, -1.5140, -1.9899)  0.121
H (-6.3726, 0.4906, -1.1237)  0.112
H (-5.0695, 2.2824, -0.0479)  0.113
H (-2.6328, 2.0607, 0.1624)  0.123
H (0.2512, 0.9106, -2.6349)  0.130
H (1.6348, 1.3108, -1.6308)  0.145
H (1.3681, 1.7228, -4.5003)  0.128
H (2.7745, 2.0869, -3.5177)  0.128
H (4.4138, -1.0976, -4.0041)  0.127
H (4.5124, 0.4764, -3.2353)  0.128
H (3.4891, -0.4096, -1.3327)  0.140
H (3.3474, -1.9665, -2.1253)  0.139

Multiplicity: 1
Molar mass, g mol⁻¹: 466.58
Total energy, Ha: -1496.313873



This record from the Open Molecules 2025 dataset describes a molecular structure, C30H30N7O4V. The level of theory is the ωB97M-V functional and the def2-TZVPD basis.

Last column: Löwdin charge in e.
Element x y z (Å)
V (0.7412, 0.1312, -0.5879)  1.050
O (1.3079, -1.3592, 0.2311)  -0.209
C (1.9124, -2.2000, 1.0580)  -0.312
C (3.0050, -2.9382, 0.5973)  0.002
C (3.6353, -3.8483, 1.4250)  -0.074
C (3.1869, -4.0524, 2.7266)  -0.091
C (2.1107, -3.3180, 3.1871)  -0.045
C (1.4745, -2.3727, 2.3812)  -0.141
C (0.3427, -1.6228, 2.9279)  -0.093
N (-0.1079, -0.5692, 2.3919)  0.024
C (-1.3160, 0.0214, 2.9119)  -0.219
C (-2.3520, 0.0049, 1.7941)  -0.207
N (-1.8464, 0.6666, 0.6007)  0.045
C (-2.6988, 1.3343, -0.0647)  -0.093
C (-2.4586, 2.0117, -1.3368)  -0.132
C (-3.5379, 2.6278, -1.9721)  -0.044
C (-3.3922, 3.2538, -3.1958)  -0.093
C (-2.1401, 3.2680, -3.8024)  -0.077
C (-1.0526, 2.6707, -3.1915)  -0.001
C (-1.2004, 2.0408, -1.9559)  -0.300
O (-0.1483, 1.5005, -1.3669)  -0.224
H (3.3395, -2.7734, -0.4190)  0.121
H (4.4813, -4.4102, 1.0498)  0.105
H (3.6724, -4.7752, 3.3678)  0.099
H (1.7436, -3.4668, 4.1966)  0.110
H (-0.1148, -2.0452, 3.8351)  0.127
H (-1.1124, 1.0527, 3.2159)  0.113
H (-1.7118, -0.5183, 3.7839)  0.111
H (-3.2948, 0.4483, 2.1379)  0.111
H (-2.5475, -1.0414, 1.5380)  0.126
H (-3.7317, 1.4244, 0.2992)  0.122
H (-4.5086, 2.6002, -1.4892)  0.110
H (-4.2396, 3.7230, -3.6765)  0.099
H (-2.0119, 3.7505, -4.7632)  0.105
H (-0.0737, 2.6739, -3.6536)  0.120
O (-0.1719, -1.1672, -2.7203)  0.075
C (0.9758, -0.9264, -3.0665)  -0.429
N (1.8415, -0.2580, -2.2481)  0.041
C (3.0881, -0.1945, -2.8181)  -0.408
O (4.0984, 0.2534, -2.3101)  0.068
C (2.9863, -0.8333, -4.1808)  -0.083
C (3.9318, -1.0148, -5.1663)  -0.001
C (3.5196, -1.6518, -6.3353)  -0.069
C (2.2078, -2.0889, -6.4942)  -0.071
C (1.2608, -1.9055, -5.4890)  0.001
C (1.6802, -1.2717, -4.3392)  -0.082
H (4.9490, -0.6713, -5.0324)  0.119
H (4.2290, -1.8120, -7.1369)  0.103
H (1.9242, -2.5816, -7.4152)  0.103
H (0.2399, -2.2458, -5.6004)  0.120
C (2.4844, 2.6277, -0.5613)  -0.146
N (1.9892, 1.5696, 0.3873)  -0.146
C (1.2702, 2.2694, 1.4939)  -0.161
N (2.1191, 3.2347, 2.1690)  -0.081
C (2.5897, 4.2176, 1.1908)  -0.164
N (3.3410, 3.5857, 0.1062)  -0.080
C (4.4856, 2.8748, 0.6793)  -0.153
N (4.0558, 1.8668, 1.6512)  -0.077
C (3.2012, 0.9074, 0.9843)  -0.141
C (3.2864, 2.5290, 2.7047)  -0.163
H (1.6055, 3.1316, -0.9649)  0.125
H (3.0280, 2.1234, -1.3581)  0.113
H (0.9426, 1.5094, 2.2009)  0.097
H (0.3969, 2.7615, 1.0627)  0.130
H (3.2294, 4.9415, 1.6987)  0.125
H (1.7311, 4.7432, 0.7688)  0.129
H (5.1409, 3.5925, 1.1759)  0.126
H (5.0361, 2.3833, -0.1246)  0.133
H (2.8490, 0.1736, 1.7111)  0.123
H (3.7347, 0.4100, 0.1733)  0.124
H (3.9279, 3.2475, 3.2182)  0.126
H (2.9522, 1.7792, 3.4248)  0.129

Multiplicity: 1
Molar mass, g mol⁻¹: 603.56
Energy relative to the best compared isomer or geometry (same formula, charge and spin), kcal per mole: 1.8



This record from the Open Molecules 2025 dataset describes a molecular structure, C30H30NOP2RhS. The level of theory is the ωB97M-V functional and the def2-TZVPD basis.

Last column: Löwdin charge in e.
Element x y z (Å)
Rh (-1.4044, 0.3976, 0.5464)  0.527
C (1.8752, 0.1261, 0.8166)  -0.385
C (1.5768, -1.0837, -0.0587)  -0.361
P (-0.2186, -1.5511, -0.0321)  0.968
C (-0.1849, -3.1560, 0.8214)  -0.349
C (-0.4521, -4.3630, 0.1826)  -0.075
C (-0.4146, -5.5536, 0.8973)  -0.079
C (-0.1085, -5.5519, 2.2492)  -0.088
C (0.1553, -4.3509, 2.8934)  -0.085
C (0.1075, -3.1605, 2.1862)  -0.102
C (-0.6065, -1.9515, -1.7726)  -0.375
C (0.3421, -2.1921, -2.7622)  -0.093
C (-0.0519, -2.4123, -4.0753)  -0.081
C (-1.3964, -2.3990, -4.4130)  -0.076
C (-2.3516, -2.1669, -3.4333)  -0.078
C (-1.9580, -1.9402, -2.1250)  -0.121
P (0.6691, 1.4768, 0.4559)  0.950
C (1.0368, 1.9051, -1.2775)  -0.365
C (2.3343, 1.8822, -1.7924)  -0.090
C (2.5621, 2.1860, -3.1250)  -0.079
C (1.4983, 2.5159, -3.9571)  -0.077
C (0.2082, 2.5476, -3.4529)  -0.059
C (-0.0214, 2.2424, -2.1163)  -0.093
C (1.3863, 2.8920, 1.3668)  -0.344
C (1.2153, 4.1793, 0.8579)  -0.082
C (1.6897, 5.2821, 1.5499)  -0.077
C (2.3439, 5.1198, 2.7635)  -0.087
C (2.5206, 3.8446, 3.2780)  -0.083
C (2.0445, 2.7397, 2.5858)  -0.114
H (2.9117, 0.4469, 0.6957)  0.084
H (1.7330, -0.1317, 1.8695)  0.059
H (2.1846, -1.9391, 0.2373)  0.093
H (1.8315, -0.8306, -1.0869)  0.055
H (-0.6864, -4.3735, -0.8741)  0.102
H (-0.6245, -6.4872, 0.3912)  0.105
H (-0.0806, -6.4821, 2.8015)  0.103
H (0.3869, -4.3419, 3.9508)  0.104
H (0.2868, -2.2206, 2.6990)  0.093
H (1.3971, -2.2207, -2.5266)  0.097
H (0.6990, -2.5869, -4.8352)  0.102
H (-1.6996, -2.5495, -5.4408)  0.105
H (-3.4006, -2.1228, -3.6935)  0.104
H (-2.7019, -1.7019, -1.3726)  0.083
H (3.1751, 1.6365, -1.1531)  0.105
H (3.5715, 2.1661, -3.5169)  0.103
H (1.6797, 2.7453, -4.9996)  0.104
H (-0.6307, 2.7917, -4.0913)  0.104
H (-1.0299, 2.2499, -1.7273)  0.059
H (0.7096, 4.3189, -0.0901)  0.106
H (1.5492, 6.2730, 1.1375)  0.105
H (2.7145, 5.9814, 3.3030)  0.103
H (3.0332, 3.7059, 4.2214)  0.104
H (2.1966, 1.7541, 3.0076)  0.092
S (-3.9361, 1.3948, -3.3983)  0.492
C (-3.3651, 1.1926, -1.9039)  -1.018
N (-2.9467, 1.0428, -0.8190)  -0.081
C (-3.8967, -0.4298, 2.1412)  -0.064
O (-2.8495, 0.1414, 2.9376)  -0.126
C (-1.6784, 0.4899, 2.3913)  -0.410
C (-0.7893, 0.9833, 3.5002)  -0.071
H (-4.3918, 0.3430, 1.5569)  0.084
H (-4.5860, -0.8835, 2.8471)  0.092
H (-3.4935, -1.1842, 1.4669)  0.070
H (-1.2903, 0.9077, 4.4681)  0.085
H (-0.5078, 2.0205, 3.3230)  0.069
H (0.1284, 0.3957, 3.5251)  0.059

Multiplicity: 1
Molar mass, g mol⁻¹: 617.50
Energy relative to the best compared isomer or geometry (same formula, charge and spin), kcal per mole: 23.5



This record from the Open Molecules 2025 dataset describes a molecular structure, C30H31AsOPReS4Te in a non-equilibrium geometry. The level of theory is the ωB97M-V functional and the def2-TZVPD basis.

Last column: Löwdin charge in e.
Element x y z (Å)
Re (-0.9920, 0.3047, -0.4383)  0.851
C (-0.6134, -2.5477, 0.7457)  -0.047
C (-0.9212, -3.3301, -0.4991)  -0.283
C (-1.5065, -4.5825, -0.4080)  -0.018
C (-1.8433, -5.2913, -1.5557)  -0.033
C (-1.6051, -4.7457, -2.8060)  -0.040
C (-1.0064, -3.4972, -2.9114)  -0.046
C (-0.6397, -2.7998, -1.7637)  -0.306
P (0.1993, -1.2008, -1.9011)  1.023
C (1.9676, -1.4666, -1.6851)  -0.316
C (2.4274, -2.7686, -1.4779)  -0.069
C (3.7824, -3.0223, -1.3212)  -0.052
C (4.6775, -1.9659, -1.3780)  -0.040
C (4.2192, -0.6705, -1.5895)  -0.024
C (2.8671, -0.3891, -1.7454)  -0.278
C (2.4297, 1.0418, -1.9502)  -0.031
C (-0.0837, -0.5925, -3.5479)  -0.350
C (0.5815, -1.0111, -4.6949)  -0.060
C (0.2374, -0.4390, -5.9105)  -0.040
C (-0.7529, 0.5393, -5.9601)  -0.033
C (-1.3996, 0.9573, -4.8052)  -0.012
C (-1.0624, 0.3865, -3.5840)  -0.298
C (-1.6959, 0.8250, -2.2950)  -0.337
H (-1.0600, -3.0008, 1.6300)  0.106
H (-1.0737, -1.5300, 0.6982)  -0.004
H (0.4582, -2.4334, 0.9139)  0.080
H (-1.7143, -5.0063, 0.5671)  0.124
H (-2.3119, -6.2624, -1.4675)  0.121
H (-1.8847, -5.2845, -3.7012)  0.120
H (-0.8195, -3.0764, -3.8902)  0.106
H (1.7260, -3.5932, -1.4522)  0.108
H (4.1314, -4.0351, -1.1700)  0.117
H (5.7390, -2.1480, -1.2691)  0.119
H (4.9308, 0.1451, -1.6422)  0.122
H (3.2873, 1.6703, -2.1836)  0.092
H (1.9642, 1.4472, -1.0460)  0.065
H (1.7107, 1.1484, -2.7650)  0.075
H (1.3651, -1.7582, -4.6385)  0.125
H (0.7429, -0.7457, -6.8163)  0.119
H (-1.0138, 0.9906, -6.9086)  0.120
H (-2.1586, 1.7293, -4.8554)  0.125
H (-2.6067, 0.2098, -2.0054)  0.108
H (-2.0213, 1.8609, -2.3774)  0.034
S (-2.0111, 5.8182, -0.3062)  0.149
As (-3.6735, 4.8766, 0.2702)  -0.138
S (-1.3561, 2.5283, 0.1600)  0.098
S (-3.4091, 2.6323, 0.1636)  0.085
S (-5.4431, 5.2667, 1.0863)  0.184
C (-1.3291, 3.2724, 3.3133)  -0.330
Te (-1.3150, 1.2780, 2.5440)  1.660
C (0.0426, 0.8830, 4.1415)  -0.306
C (-0.2929, 1.9451, 5.1603)  -0.284
C (0.0842, 1.7914, 6.4918)  -0.019
C (-0.1727, 2.8013, 7.4022)  -0.040
C (-0.8213, 3.9631, 6.9959)  -0.040
C (-1.2156, 4.1138, 5.6786)  -0.016
C (-0.9458, 3.1063, 4.7559)  -0.287
H (-2.3340, 3.6684, 3.1731)  0.067
H (-0.6225, 3.8489, 2.7175)  0.077
H (1.0699, 0.9347, 3.7918)  0.067
H (-0.1582, -0.1247, 4.5045)  0.084
H (0.5795, 0.8837, 6.8146)  0.126
H (0.1278, 2.6825, 8.4345)  0.120
H (-1.0269, 4.7482, 7.7111)  0.121
H (-1.7309, 5.0139, 5.3666)  0.127
C (1.5193, -0.0333, 1.5230)  -0.126
O (0.2926, 0.6293, 1.1399)  -0.782
H (1.3191, -0.7985, 2.2719)  0.088
H (2.2144, 0.7058, 1.9158)  0.102
H (1.9505, -0.4967, 0.6399)  0.068

Charge: +2
Multiplicity: 1
Molar mass, g mol⁻¹: 955.55
Energy relative to the best compared isomer or geometry (same formula, charge and spin), kcal per mole: 86.1